A structure of composition C23H17Cl2F6N7O6PrS3 at a distorted geometry. Source: OMol25; level of theory: ωB97M-V/def2-TZVPD.

Calculated values
**E_HOMO (alpha / beta)**: -3.5 / -3.5 eV
**Total energy**: -4952.704553 Eh
**Total charge**: -1
**Multiplicity**: 3
**Relative energy (zero: lowest compared OMol25 entry of this formula, charge and spin)**: 129.5 kJ/mol
**Orbital gap (alpha / beta)**: 4.5 / 4.5 eV
**LUMO energy (alpha / beta)**: 1.00 / 1.01 eV

Each line ends with the Mulliken charge.
Element x y z (Å)
Pr1 -13.0155 -14.5905 6.1294  0.48
Cl1 -14.3447 -15.3985 0.8784  -0.24
C1 -13.6460 -14.0100 1.5302  0.08
C2 -13.6673 -12.8630 0.7197  -0.43
C3 -13.1557 -11.6260 1.1263  0.59
Cl2 -13.3652 -10.2686 0.0835  -0.29
C4 -12.4874 -11.4558 2.3482  0.11
C5 -11.8665 -10.2484 2.7675  -0.92
C6 -11.4779 -10.2105 4.0798  -0.81
C7 -11.6933 -11.3173 4.9315  -0.37
N1 -12.2564 -12.4608 4.5563  0.49
C8 -12.5483 -12.5911 3.2709  0.21
C9 -13.1525 -13.8403 2.8551  0.06
O1 -13.3464 -14.7562 3.7480  -0.20
H1 -13.9730 -12.9164 -0.3219  0.37
H2 -11.8925 -9.3471 2.1692  0.39
H3 -11.0419 -9.2606 4.5002  0.32
H4 -11.3540 -11.2956 5.9613  0.46
N2 -16.6004 -15.6441 4.7592  -0.87
N3 -17.2307 -14.5084 5.3215  0.04
C10 -16.7871 -13.4622 6.0369  0.49
N4 -17.7152 -12.5134 6.2661  -0.33
N5 -15.4546 -13.3585 6.3320  -0.09
N6 -14.9322 -12.1707 6.9457  0.81
O2 -13.6491 -12.3266 7.2042  -0.47
O3 -15.5064 -11.0564 7.1292  -0.68
H5 -16.0722 -16.1784 5.4881  0.45
H6 -15.8153 -15.2412 4.1578  0.23
H7 -18.2600 -14.5763 5.2627  0.20
H8 -18.6324 -12.7190 5.8982  0.15
H9 -17.3949 -11.5805 6.4921  0.24
F1 -7.6655 -13.4112 8.4444  -0.23
C11 -7.5955 -13.1840 7.0773  0.65
F2 -6.2966 -13.3205 6.6705  -0.31
F3 -8.0094 -11.9111 6.8458  -0.21
C12 -8.4192 -14.2219 6.3381  -0.42
C13 -7.7853 -15.0294 5.4367  -0.05
C14 -8.5802 -15.7278 4.5020  -1.10
C15 -9.9463 -15.7258 4.5495  -0.51
N7 -10.5724 -15.0743 5.5982  0.28
C16 -9.9067 -14.3138 6.4522  0.94
S1 -10.7445 -13.5110 7.6865  -0.52
H10 -6.6769 -15.1829 5.4775  0.38
H11 -8.0873 -16.4341 3.8018  0.28
H12 -10.5100 -16.3421 3.9155  0.74
S2 -14.1071 -14.9796 9.3972  -0.44
C17 -13.2500 -16.0081 10.4356  0.51
C18 -13.9647 -17.1183 10.9933  -0.52
C19 -13.4893 -17.7868 12.0899  -0.58
C20 -12.2275 -17.5361 12.6136  -0.37
C21 -11.4273 -16.5352 12.0137  -0.56
C22 -11.8990 -15.8275 10.9127  -0.32
H13 -14.9768 -17.2830 10.6296  0.32
H14 -14.0830 -18.5695 12.5448  0.30
H15 -11.9141 -18.1424 13.4575  0.34
H16 -10.4415 -16.3757 12.4302  0.36
H17 -11.2506 -15.1045 10.4617  0.30
F4 -12.1259 -17.6353 4.5039  -0.16
C23 -12.8283 -18.4580 5.3947  0.57
F5 -13.9176 -18.8681 4.7254  -0.22
F6 -12.0165 -19.4715 5.7259  -0.22
S3 -13.3131 -17.4962 6.9130  0.90
O4 -13.9325 -18.3406 7.8725  -0.57
O5 -12.1348 -16.7106 7.3166  -0.48
O6 -14.2766 -16.6253 6.1546  -0.55